Below is one molecule with the formula C7H11FN2O3 at a distorted geometry, with properties calculated with ωB97M-V/def2-TZVPD.

Properties
Highest occupied orbital energy, eV: -9.70
LUMO, eV: 0.59
SMILES: O=C1[C@H](F)C=NCN1COCCO
Energy relative to the best compared isomer or geometry (same formula, charge and spin), eV: 1.551

Atoms and positions in Å:
O  -0.3916  -1.3750  -1.6038
C  -0.8963  -0.5529  -0.8631
C  -2.0790  -0.7336  0.0551
F  -2.9884  -1.7209  -0.4545
C  -2.8248  0.4985  0.3307
N  -2.3738  1.6439  0.6126
C  -0.9073  1.5876  0.4240
N  -0.4283  0.7432  -0.6148
C  0.7781  1.1185  -1.2663
O  1.9430  0.8548  -0.4713
C  2.3795  -0.4670  -0.3199
C  1.9047  -0.9990  1.1833
O  0.5227  -1.1779  1.2514
H  -1.8576  -1.2141  1.0291
H  -3.9739  0.3427  0.1327
H  -0.4765  1.5027  1.3871
H  -0.5806  2.6004  0.2813
H  0.8113  2.2315  -1.4874
H  0.9789  0.4950  -2.1206
H  2.0952  -1.1791  -1.1608
H  3.4792  -0.4122  -0.2519
H  2.1940  -0.1703  1.8837
H  2.5141  -1.9268  1.4892
H  0.1774  -1.6899  0.5544

Below is one molecule with the formula C7H11I at a distorted geometry, with properties calculated with ωB97M-V/def2-TZVPD.

Properties
Highest occupied orbital energy, eV: -8.98
LUMO, eV: 0.44
SMILES: CC1=CCC[C@]1(C)I
Energy relative to the best compared isomer or geometry (same formula, charge and spin), eV: 1.410

Atoms and positions in Å:
C  1.6348  1.3355  0.7242
C  0.3710  0.6101  0.7340
C  -0.7913  0.7578  1.3246
C  -1.9376  -0.1263  0.8281
C  -1.2765  -0.7534  -0.4973
C  0.2464  -0.7338  -0.3964
C  1.0068  -0.5872  -1.6739
I  0.8301  -2.5940  0.7645
H  2.3930  0.5556  0.5232
H  2.0861  1.8816  1.6874
H  1.5312  2.1682  -0.1467
H  -1.0124  1.5330  2.0910
H  -2.2140  -1.0283  1.4680
H  -2.9507  0.4059  0.5622
H  -1.8209  -1.6544  -0.7657
H  -1.7285  0.0048  -1.1606
H  2.0493  -0.9563  -1.5384
H  0.8072  0.4695  -2.0498
H  0.7761  -1.2881  -2.4785

Below is one molecule with the formula C7H11I at a distorted geometry, with properties calculated with ωB97M-V/def2-TZVPD.

Properties
Highest occupied orbital energy, eV: -8.74
LUMO, eV: 0.70
SMILES: C/C=C/C/C=C(\C)I
Energy relative to the best compared isomer or geometry (same formula, charge and spin), eV: 1.783

Atoms and positions in Å:
C  1.1705  -1.4113  1.9404
C  0.8165  -0.7871  0.6496
C  0.1172  -1.2534  -0.3333
C  -0.2944  -0.3913  -1.4972
C  -1.6942  0.1182  -1.3608
C  -1.9515  1.3636  -0.9571
C  -1.0643  2.4623  -0.5648
I  -4.0217  1.8428  -0.7448
H  1.0292  -0.7156  2.8274
H  2.1874  -1.6709  1.8188
H  0.6822  -2.3041  2.1616
H  1.0316  0.3187  0.3742
H  -0.1434  -2.2351  -0.3862
H  0.5487  0.2607  -1.6038
H  -0.2223  -1.1216  -2.4099
H  -2.4318  -0.6881  -1.4773
H  -0.0187  2.2833  -1.0656
H  -1.0940  2.4866  0.4792
H  -1.4442  3.5462  -1.0114

Below is C7H11I2N2O2Yb as an isolated structure at a distorted geometry, with properties calculated with ωB97M-V/def2-TZVPD.

Properties
Highest occupied orbital energy (spin up / spin down), eV: 1.86 / 0.78
LUMO (spin up / spin down), eV: 3.49 / 4.10
Charge: -2
Energy relative to the best compared isomer or geometry (same formula, charge and spin), eV: 8.595
Multiplicity: 2
<S²>: 0.755

Atoms and positions in Å:
C  2.8974  3.0111  -1.5396
I  3.7770  1.4849  -1.8985
H  1.8503  3.0139  -1.0340
H  2.6980  3.0689  -2.4979
H  3.5449  3.3009  -0.8967
C  0.3770  -1.4671  -2.8417
C  -1.5727  -0.6689  -2.0627
N  -0.6083  -1.5890  -1.8838
H  0.5164  0.0703  -4.4483
I  -3.4904  -0.4486  -1.0370
N  -1.1622  0.1065  -3.0720
H  1.2042  -2.1462  -2.9314
Yb  -1.0008  -0.6090  0.5686
C  1.7504  0.7267  -0.4477
O  0.6550  0.5738  0.0155
C  0.0304  -0.3828  -3.5838
C  -1.8853  1.2595  -3.6231
H  -1.7787  1.2645  -4.7067
H  -1.4734  2.1973  -3.2199
H  -2.9437  1.1869  -3.3437
C  -0.7484  -2.8242  -1.0332
H  -0.6269  -3.7064  -1.6629
H  -1.7493  -2.8483  -0.5764
H  0.0371  -2.8317  -0.2576
O  0.0560  -1.7838  1.8186

Below is one molecule with the formula C7H11N at a distorted geometry, with properties calculated with ωB97M-V/def2-TZVPD.

Properties
Highest occupied orbital energy, eV: -8.46
LUMO, eV: 1.00
SMILES: CC1=CC=C[C@]1(C)N
Energy relative to the best compared isomer or geometry (same formula, charge and spin), eV: 2.456

Atoms and positions in Å:
C  -1.6102  1.2562  -0.0765
C  -0.2435  0.7780  -0.1188
C  0.9215  1.4900  -0.1481
C  2.1602  0.5585  -0.0063
C  1.7216  -0.6852  0.0042
C  0.1232  -0.6852  -0.1332
C  -0.4880  -1.3043  1.1551
N  -0.3456  -1.4481  -1.2688
H  -2.4621  0.8639  -0.7049
H  -1.3806  2.3365  -0.3170
H  -2.0691  1.3724  0.9496
H  1.1591  2.6142  -0.2734
H  3.1971  0.9644  0.1307
H  2.3341  -1.6017  0.0067
H  -0.4867  -2.4020  1.0741
H  0.1832  -0.8796  1.9560
H  -1.5638  -0.8317  1.2717
H  0.2399  -1.2651  -2.1160
H  -1.3905  -1.1312  -1.3852

Below is C7H11N as an isolated structure at a distorted geometry, with properties calculated with ωB97M-V/def2-TZVPD.

Properties
Highest occupied orbital energy, eV: -7.91
LUMO, eV: 1.07
Energy relative to the best compared isomer or geometry (same formula, charge and spin), eV: 8.256

Atoms and positions in Å:
C  -1.2443  1.1217  0.0389
C  -0.5849  -0.1130  1.0237
C  -1.2738  -1.0556  -0.0114
C  -0.9131  0.2426  -0.9780
C  1.4543  0.9885  0.0856
C  1.0588  -0.3465  0.8709
C  1.3300  -0.9477  -0.5668
H  -2.3791  0.7908  0.2841
H  -1.0256  2.3583  -0.2392
H  -1.2394  -0.0938  2.0679
H  -0.7773  -1.9580  -0.2154
H  -2.3479  -1.4433  -0.2034
H  -1.5207  0.1740  -1.8599
H  2.4567  1.1232  0.0789
H  1.1207  2.0813  0.2991
H  1.7261  -0.3745  1.8927
H  2.3602  -0.9324  -0.6014
H  1.0467  -1.9603  -0.9348
N  0.7524  0.3447  -1.0313